Density functional theory data (the ωB97M-V functional and the def2-TZVPD basis) for 5 unconnected molecules or ions with the total composition CH10NO6.

```
18
Properties=species:S:1:pos:R:3:forces:R:3
N 0.550 2.126 0.908 -0.06 0.09 0.21
C -0.456 1.194 0.510 1.25 0.17 -0.33
O -1.213 0.791 1.402 -0.41 -0.08 0.35
O -0.409 0.863 -0.710 -0.17 0.01 0.19
H 0.831 2.084 1.875 -0.30 -0.02 0.03
H 1.336 2.258 0.291 -0.15 -0.16 -0.23
H -0.443 -0.478 -1.943 -0.05 0.04 -0.03
H 0.563 -1.531 -2.377 0.05 0.05 0.01
O -0.266 -1.130 -2.652 -0.11 -0.05 0.02
H -0.290 -1.925 1.947 -0.09 0.06 -0.11
H 0.780 -0.865 1.845 -0.13 -0.02 0.01
O 0.653 -1.786 2.101 0.08 -0.03 0.05
H 1.418 0.573 -1.061 0.01 -0.01 -0.42
H 1.905 0.910 -2.450 -0.07 -0.07 -0.02
O 2.224 0.534 -1.624 0.02 0.08 0.33
H -2.196 -0.643 1.156 0.02 0.01 -0.10
H -2.407 -1.472 -0.083 0.03 -0.09 0.00
O -2.580 -1.503 0.865 0.09 0.04 0.06
```
Forces are in eV/Å.

The energy relative to the best compared isomer or geometry (same formula, charge and spin) is 3.93 kcal per mole. The HOMO energy is -6.04 eV. As for the total charge: -1. The total energy is -550.4374 a.u. For the HOMO-LUMO gap, the calculation gives 0.3573 hartree.